Record 1
This record from OMol25 describes 7 unconnected molecules or ions with the total composition C13H30N4O17. The level of theory is wB97M-V/def2-TZVPD.

Summary:
**Lowest unoccupied orbital energy**: 0.09 eV
**HOMO-LUMO gap**: 10.46 eV
**SMILES**: C[N+](=O)[O-].C[N+](=O)[O-].C[N+](=O)[O-].C[N+](=O)[O-].COC(=O)OC.COC(=O)OC.COC(=O)OC
**Spin multiplicity**: 1
**Charge**: 0
**Relative energy (zero: lowest compared OMol25 entry of this formula, charge and spin)**: 2.150 eV

Cartesian coordinates (Å):
O: -6.73 5.22 -1.79
O: 1.13 1.03 -0.52
O: 0.31 -6.12 -0.56
O: -0.99 -2.11 0.88
O: -0.38 3.59 1.85
O: 3.17 -3.06 4.04
O: 4.13 1.55 -4.72
O: 2.33 -5.75 -1.10
O: 3.48 -4.30 2.17
O: -4.87 4.86 -0.58
O: -5.75 3.29 -1.95
O: 5.19 -0.16 -3.98
O: -1.29 -2.29 3.05
O: -0.61 -0.20 -1.28
O: 1.37 -0.86 -1.75
O: 3.37 -5.38 4.05
O: -1.66 3.47 0.10
N: 4.95 1.03 -3.99
N: 1.16 -5.50 -1.06
N: -1.04 -1.67 2.03
N: -1.46 3.63 1.29
C: -0.71 -0.24 2.28
C: 0.75 -4.31 -1.92
C: -4.85 2.25 -1.53
C: 3.11 -3.35 1.23
C: -1.67 0.70 -0.86
C: 3.21 -5.56 5.47
C: 3.29 -4.18 3.51
C: 0.65 0.06 -1.12
C: 5.82 1.92 -3.22
C: -2.63 4.19 2.04
C: -6.80 6.51 -1.49
C: -5.78 4.47 -1.35
C: 2.75 -0.78 -1.80
H: 3.75 -2.48 1.40
H: -3.86 2.41 -1.96
H: -2.35 5.05 2.64
H: -5.28 1.32 -1.89
H: 3.19 -1.68 -2.25
H: -1.25 1.65 -1.18
H: -1.88 0.57 0.20
H: -7.76 6.85 -1.88
H: 3.14 -0.75 -0.78
H: -0.22 -3.89 -1.62
H: 2.08 -3.09 1.44
H: 0.65 -4.69 -2.93
H: 3.38 -3.79 0.27
H: -1.66 0.30 2.27
H: -4.62 2.13 -0.47
H: -0.21 -0.22 3.24
H: -6.82 6.67 -0.41
H: 5.35 2.90 -3.32
H: -3.08 3.45 2.70
H: 6.80 1.95 -3.69
H: -0.05 0.00 1.44
H: -3.39 4.41 1.29
H: -2.63 0.58 -1.36
H: 3.09 0.14 -2.27
H: 2.24 -5.18 5.79
H: 1.38 -3.47 -1.63
H: 3.27 -6.61 5.77
H: 3.96 -4.98 6.00
H: -5.98 7.07 -1.93
H: 5.80 1.39 -2.27

Record 2
This record from OMol25 describes 11 unconnected molecules or ions with the total composition C42H67Cl12NO2. The level of theory is wB97M-V/def2-TZVPD.

Summary:
**Lowest unoccupied orbital energy**: -3.24 eV
**HOMO-LUMO gap**: 4.61 eV
**Spin multiplicity**: 1
**Charge**: 0

Cartesian coordinates (Å):
Cl: -1.69 2.69 5.41
Cl: -3.89 -1.48 0.47
Cl: -1.08 -0.61 5.97
Cl: 3.25 2.18 4.84
Cl: -4.31 -0.70 3.52
Cl: 4.11 3.22 -2.26
Cl: 4.85 -0.61 0.51
Cl: -0.75 0.77 -4.30
Cl: 4.00 4.44 2.21
Cl: -3.60 2.26 -4.96
Cl: 3.82 -1.84 4.58
Cl: 3.05 1.75 -5.17
O: -0.61 4.22 2.06
O: 0.45 1.26 1.10
N: -0.96 4.04 0.72
C: 1.38 4.45 -0.02
C: 3.76 -1.77 -3.58
C: -2.21 -0.09 -4.83
C: 0.81 -4.35 2.66
C: -1.54 -4.89 3.04
C: 3.92 2.68 2.11
C: 2.93 -2.03 -2.53
C: -3.00 -5.09 -3.39
C: -1.21 1.48 4.37
C: -2.88 -1.58 3.01
C: -2.41 3.78 0.53
C: -2.96 0.83 -5.84
C: -0.14 4.82 -0.27
C: -2.84 2.57 1.42
C: 0.99 -4.17 4.05
C: 3.71 -2.64 -4.68
C: 2.04 -3.13 -2.54
C: 0.38 -1.15 0.85
C: -2.44 -5.01 -1.09
C: -0.47 4.44 -1.73
C: -3.29 -2.44 1.76
C: 2.91 2.08 3.05
C: 3.49 1.55 -2.44
C: -2.02 4.40 -2.02
C: 2.81 -3.68 -4.73
C: -1.35 -4.63 4.37
C: -2.68 3.37 -1.04
C: -1.41 -3.45 -2.56
C: -2.16 -4.02 -3.62
C: 1.97 -3.90 -3.70
C: -1.58 -3.96 -1.27
C: -3.40 4.90 0.89
C: -0.23 0.31 -1.00
C: 2.34 1.53 -3.54
C: -0.43 -4.65 2.21
C: -3.21 -5.59 -2.09
C: -0.22 0.52 4.97
C: 0.63 0.19 0.25
C: -0.42 6.37 -0.07
C: 3.96 -1.83 2.84
C: 5.00 -0.79 2.33
C: -0.11 -4.26 4.88
H: -3.37 5.73 0.18
H: -2.55 -5.11 2.73
H: -2.03 1.84 1.44
H: 0.45 1.05 5.65
H: -0.63 -1.24 1.26
H: 4.94 2.34 2.27
H: 1.26 -4.71 -3.75
H: -2.43 2.33 -1.24
H: 1.96 0.50 -3.56
H: 4.28 -2.81 2.49
H: 1.01 -1.39 1.71
H: 4.46 -0.97 -3.39
H: -2.14 -0.87 2.63
H: -2.86 -0.32 -3.99
H: -2.14 0.96 4.15
H: -1.96 -0.99 -5.39
H: -2.47 -2.20 3.81
H: 1.68 0.22 -0.06
H: -0.10 3.42 -1.85
H: 0.09 -0.43 -1.74
H: -1.03 -3.55 -0.44
H: 3.75 2.64 1.03
H: 1.54 3.38 0.06
H: 0.01 6.73 0.86
H: -3.50 -5.47 -4.27
H: 2.07 4.73 -0.82
H: -0.02 1.23 -1.55
H: -4.00 -3.23 2.00
H: 1.33 -3.24 -1.74
H: -2.47 -3.02 1.33
H: 2.74 -4.30 -5.62
H: -0.58 -4.86 1.16
H: 0.36 -0.05 4.25
H: 2.86 -1.39 -1.67
H: -4.43 4.57 0.99
H: -1.46 6.65 -0.26
H: -2.27 1.12 -6.63
H: 0.02 5.10 -2.45
H: 3.26 1.28 -1.40
H: 2.01 -4.15 4.42
H: -3.77 3.34 -1.14
H: 2.00 2.69 3.05
H: -3.80 0.29 -6.27
H: -3.16 5.30 1.87
H: -2.19 4.06 -3.04
H: -3.05 2.61 2.49
H: -2.49 5.38 -1.95
H: -2.03 -3.54 -4.58
H: 0.11 6.84 -0.89
H: 4.36 0.96 -2.72
H: -2.10 -4.80 5.12
H: -0.81 2.04 3.52
H: -0.73 -2.63 -2.73
H: -3.90 -6.41 -1.93
H: -2.56 -5.40 -0.09
H: -3.56 1.96 0.86
H: 1.58 2.27 -3.28
H: 2.95 -1.56 2.55
H: 0.57 -1.98 0.18
H: -1.30 0.34 -0.81
H: 2.76 1.01 2.88
H: 4.42 -2.43 -5.47
H: 1.56 -4.26 1.90
H: 5.97 -1.25 2.50
H: 4.92 0.21 2.76
H: -0.03 -4.29 5.96
H: 1.59 4.93 0.94

Record 3
This record from OMol25 describes 2 unconnected molecules or ions with the total composition C4H9N2O. The level of theory is wB97M-V/def2-TZVPD.

Summary:
**Lowest unoccupied orbital energy**: -3.80 eV
**HOMO-LUMO gap**: 10.03 eV
**Spin multiplicity**: 1
**Charge**: +1
**Relative energy (zero: lowest compared OMol25 entry of this formula, charge and spin)**: 1.678 eV

Cartesian coordinates (Å):
O: -2.73 -0.02 -1.01
N: 1.48 1.59 0.35
N: 0.17 -0.02 1.25
C: 0.16 -1.90 -0.50
C: 0.53 -0.49 0.01
C: 1.34 0.55 -0.59
C: 0.77 1.20 1.46
H: -0.58 -2.38 0.11
H: 1.01 -2.43 -0.39
H: -0.65 -0.34 1.67
H: 0.50 1.85 2.36
H: -2.60 0.75 -1.51
H: 1.82 2.57 0.11
H: 1.80 0.44 -1.49
H: -3.03 0.51 -0.24
H: -0.02 -1.88 -1.59

Record 4
This record from OMol25 describes a single C5H8O2 molecule. The level of theory is wB97M-V/def2-TZVPD.

Summary:
**Lowest unoccupied orbital energy**: 0.89 eV
**HOMO-LUMO gap**: 10.57 eV
**SMILES**: O=C1CC[C@@H]1CO
**Spin multiplicity**: 1
**Charge**: 0
**Relative energy (zero: lowest compared OMol25 entry of this formula, charge and spin)**: 3.249 eV

Cartesian coordinates (Å):
O: -1.03 2.15 -1.09
O: -0.64 -1.02 2.72
C: -0.88 -0.55 1.37
C: 0.58 0.44 -1.85
C: 0.24 0.36 0.37
C: -0.29 1.22 -0.89
C: 1.04 -0.44 -0.67
H: 2.11 -0.45 -0.50
H: -0.02 -0.05 -2.63
H: 1.34 1.06 -2.35
H: -1.52 -1.22 3.10
H: -1.06 -1.54 0.88
H: -1.37 0.43 1.27
H: 0.65 -1.45 -0.72
H: 0.84 1.07 0.98